No. 1
# C4H33N3O10

11 unconnected molecules or ions with the total composition C4H33N3O10 (ωB97M-V/def2-TZVPD, the OMol25 dataset).

## Properties
**E_tot**: -1088.75304 Eh
**Kohn-Sham gap**: 0.3465 Eh
**Net charge**: 0
**SMILES string**: NCCCNCN.O.O.O.O.O.O.O.O.O.O

Each atom is followed by the atoms it is bonded to, with distances in Å.
Positions of all 50 atoms, in Å:
1 N 2.0054 -1.2876 1.7912  C2 1.485, H8 1.002, H9 1.036
2 C 0.7990 -2.0348 1.3539  N1 1.485, C3 1.527, H10 1.129, H11 1.053
3 C -0.1821 -1.9796 2.5225  C2 1.527, C4 1.473, H12 1.099, H13 1.134
4 C -0.6428 -0.6263 2.8786  C3 1.473, N5 1.541, H14 1.137, H15 1.077
5 N -1.0266 0.3655 1.7630  C4 1.541, C6 1.461, H16 1.021
6 C -0.9813 1.7412 2.2541  N5 1.461, N7 1.455, H17 1.094, H18 1.148
7 N -1.0883 2.7260 1.1881  C6 1.455, H19 0.995, H20 0.986
8 H 2.7776 -1.6234 1.2485  N1 1.002
9 H 2.3037 -1.4342 2.7721  N1 1.036
10 H 0.1667 -1.4725 0.6064  C2 1.129
11 H 1.1617 -2.9716 1.0397  C2 1.053
12 H -0.8873 -2.6965 2.0782  C3 1.099
13 H 0.2871 -2.4029 3.4636  C3 1.134
14 H 0.0082 0.0029 3.5670  C4 1.137
15 H -1.4784 -0.7727 3.5416  C4 1.077
16 H -0.3349 0.2151 1.0279  N5 1.021
17 H -1.7398 1.8559 3.0344  C6 1.094
18 H 0.0548 1.9917 2.6803  C6 1.148
19 H -1.9769 3.1576 1.0695  N7 0.995
20 H -0.7346 2.5414 0.2861  N7 0.986
21 O 0.3893 2.4496 -1.9306  H22 0.894, H23 1.095
22 H 0.4225 3.1826 -2.4411  O21 0.894
23 H -0.6989 2.3883 -1.8296  O21 1.095
24 O -3.6768 -0.7768 -1.7501  H25 0.967, H26 0.872
25 H -4.0529 -0.8322 -0.8612  O24 0.967
26 H -3.4497 -1.5920 -1.9616  O24 0.872
27 O 0.7546 0.2304 -0.8941  H28 0.957, H29 0.855
28 H 0.2469 -0.1089 -1.6309  O27 0.957
29 H 1.2015 0.9137 -1.1497  O27 0.855
30 O -3.6002 -0.7436 0.9255  H31 0.971, H32 0.982
31 H -3.0150 -0.0021 0.6994  O30 0.971
32 H -3.0353 -1.0316 1.6748  O30 0.982
33 O 3.1440 -0.8605 -0.7937  H34 1.112, H35 0.928
34 H 3.5643 0.1541 -0.6181  O33 1.112
35 H 2.2604 -0.7625 -0.5261  O33 0.928
36 O -0.8895 -1.9965 -1.9027  H37 0.964, H38 0.925
37 H -1.0405 -1.7905 -2.8319  O36 0.964
38 H -0.0101 -2.2827 -1.9160  O36 0.925
39 O -2.2691 1.4981 -2.4372  H40 1.009, H41 1.027
40 H -2.7003 0.9979 -3.1998  O39 1.009
41 H -2.4954 0.6983 -1.8344  O39 1.027
42 O 1.7532 -2.5659 -2.2920  H43 0.923, H44 0.965
43 H 1.9004 -3.3841 -1.8913  O42 0.923
44 H 2.5347 -2.0347 -2.0951  O42 0.965
45 O 3.3153 1.9190 -1.2521  H46 1.001, H47 0.991
46 H 2.4081 1.9573 -1.6738  O45 1.001
47 H 3.2057 2.4459 -0.4201  O45 0.991
48 O 1.9035 1.7375 0.9554  H49 0.974, H50 0.974
49 H 2.3709 0.8861 1.0250  O48 0.974
50 H 0.9892 1.4452 0.7889  O48 0.974

No. 2
# C4H33NO11

12 unconnected molecules or ions with the total composition C4H33NO11 (ωB97M-V/def2-TZVPD, the OMol25 dataset).

## Properties
**E_tot**: -1054.45059 Eh
**Kohn-Sham gap**: 0.3643 Eh
**Net charge**: 0
**SMILES string**: CCCNC.O.O.O.O.O.O.O.O.O.O.O

Each atom is followed by the atoms it is bonded to, with distances in Å.
Positions of all 49 atoms, in Å:
1 C -1.4012 -2.6476 0.4442  C2 1.539, H6 1.117, H7 1.102, H8 1.075
2 C -0.3011 -1.7878 -0.2019  C1 1.539, C3 1.590, H9 1.181, H10 1.009
3 C 0.6522 -1.0838 0.8589  C2 1.590, N4 1.475, H11 1.159, H12 1.148
4 N 1.6399 -0.2129 0.1941  C3 1.475, C5 1.571, H13 1.060
5 C 2.1496 0.7605 1.3167  N4 1.571, H14 1.064, H15 1.104, H16 1.135
6 H -1.1944 -2.8932 1.5139  C1 1.117
7 H -2.4096 -2.2259 0.5866  C1 1.102
8 H -1.5985 -3.6180 0.0262  C1 1.075
9 H 0.4724 -2.2028 -0.9917  C2 1.181
10 H -0.6052 -1.0364 -0.8035  C2 1.009
11 H 0.0257 -0.6831 1.7476  C3 1.159
12 H 1.2223 -1.8462 1.4999  C3 1.148
13 H 2.5078 -0.6870 -0.1877  N4 1.060
14 H 1.2252 0.9859 1.7930  C5 1.064
15 H 2.9019 0.2837 1.9696  C5 1.104
16 H 2.3967 1.7544 0.8282  C5 1.135
17 O 1.7990 3.6790 -0.8265  H18 0.964, H19 0.982
18 H 1.0552 3.1234 -0.5687  O17 0.964
19 H 2.5648 3.3535 -0.3051  O17 0.982
20 O -1.7786 0.2700 -3.1660  H21 0.996, H22 0.949
21 H -0.8140 0.5095 -3.1021  O20 0.996
22 H -2.2013 1.0674 -2.8731  O20 0.949
23 O 3.0267 -2.5977 2.2217  H24 0.969, H25 0.974
24 H 2.9456 -1.8004 1.6766  O23 0.969
25 H 2.8479 -3.1818 1.4635  O23 0.974
26 O 2.1905 -3.9389 0.0384  H27 0.980, H28 0.931
27 H 1.8075 -4.8220 0.2204  O26 0.980
28 H 1.4419 -3.5079 -0.3086  O26 0.931
29 O -4.6946 0.0814 -1.2567  H30 0.888, H31 0.879
30 H -5.2673 0.7084 -1.5179  O29 0.888
31 H -4.8073 -0.3513 -0.5002  O29 0.879
32 O -0.6330 4.1019 -1.7658  H33 1.003, H34 1.030
33 H -1.2132 3.2914 -1.6583  O32 1.003
34 H -0.4719 4.4505 -0.8102  O32 1.030
35 O -2.1849 1.2767 0.2469  H36 0.975, H37 0.944
36 H -2.4771 0.9336 -0.6181  O35 0.975
37 H -1.2457 1.3514 0.2978  O35 0.944
38 O -0.9905 3.1453 1.5954  H39 0.932, H40 0.936
39 H -1.1319 3.5282 2.4334  O38 0.932
40 H -1.6198 2.7742 1.0100  O38 0.936
41 O -2.5419 1.1396 2.9679  H42 0.927, H43 0.942
42 H -3.0264 0.4750 2.5399  O41 0.927
43 H -1.9789 1.6515 2.4127  O41 0.942
44 O 0.2028 1.2576 -1.7539  H45 0.956, H46 0.993
45 H 0.6687 1.7372 -2.4376  O44 0.956
46 H 0.7532 0.6466 -1.1969  O44 0.993
47 O 3.1524 -2.1380 -1.9425  H48 1.007, H49 0.955
48 H 3.0693 -3.1265 -1.7698  O47 1.007
49 H 3.8690 -1.9484 -1.3407  O47 0.955

No. 3
# C4H33NO15

13 unconnected molecules or ions with the total composition C4H33NO15 (ωB97M-V/def2-TZVPD, the OMol25 dataset).

## Properties
**E_tot**: -1355.62259 Eh
**Kohn-Sham gap**: 0.3766 Eh
**Net charge**: 0

Each atom is followed by the atoms it is bonded to, with distances in Å.
Positions of all 53 atoms, in Å:
1 O 0.3350 0.3641 1.6924  C2 1.194
2 C 0.6121 1.1249 0.8143  O1 1.194, O3 1.333, C4 1.541
3 O 1.2532 2.2649 1.0698  C2 1.333, H9 1.084
4 C 0.2979 1.0166 -0.6901  C2 1.541, C5 1.530, N8 1.496, H10 1.101
5 C 0.3901 -0.4340 -1.1663  C4 1.530, C6 1.544, H11 1.121, H12 1.131
6 C 1.5034 -0.5997 -2.2226  C5 1.544, O7 1.395, H13 1.124, H14 1.094
7 O 2.7564 -0.6305 -1.6112  C6 1.395, H15 0.974
8 N -1.0579 1.6347 -0.8196  C4 1.496, H16 1.064, H17 0.975
9 H 1.1070 2.5334 2.1101  O3 1.084
10 H 1.0028 1.6092 -1.2932  C4 1.101
11 H 0.6301 -1.1079 -0.3033  C5 1.121
12 H -0.6205 -0.8081 -1.5094  C5 1.131
13 H 1.4563 -1.5865 -2.7595  C6 1.124
14 H 1.4568 0.2008 -2.9663  C6 1.094
15 H 2.9928 0.2183 -1.1965  O7 0.974
16 H -1.7992 0.9514 -0.4793  N8 1.064
17 H -1.2495 1.8878 -1.7413  N8 0.975
18 H 1.1034 3.5681 -3.5502  O20 0.982
19 H 0.4984 3.5979 -2.1175  O20 0.964
20 O 0.5145 3.0821 -2.9322  H18 0.982, H19 0.964
21 H 0.7245 3.6472 0.1042  O23 0.965
22 H -0.6158 3.8867 -0.4171  O23 0.910
23 O 0.2332 4.1969 -0.5191  H21 0.965, H22 0.910
24 H -2.7851 -2.5812 -0.6885  O26 0.957
25 H -2.7839 -2.1132 -2.1543  O26 0.943
26 O -2.3446 -2.6706 -1.5330  H24 0.957, H25 0.943
27 H -2.5984 -2.3417 1.3644  O29 0.984
28 H -3.8598 -3.3357 1.1725  O29 0.951
29 O -3.4443 -2.5260 0.8975  H27 0.984, H28 0.951
30 H -0.4845 2.5140 3.0439  O32 1.004
31 H 0.2667 3.7614 3.5129  O32 0.920
32 O 0.3972 2.8609 3.3766  H30 1.004, H31 0.920
33 H 3.5175 -2.9078 0.4561  O35 1.012
34 H 2.7001 -1.9084 -0.5061  O35 0.996
35 O 2.5971 -2.6999 0.0895  H33 1.012, H34 0.996
36 H 2.8170 1.9808 0.2036  O38 0.916
37 H 4.2254 1.5601 0.1452  O38 0.911
38 O 3.4583 1.6213 -0.3434  H36 0.916, H37 0.911
39 H -2.3061 1.5436 1.9040  O41 0.959
40 H -1.5762 2.6541 1.1184  O41 0.997
41 O -1.8724 2.3889 2.0330  H39 0.959, H40 0.997
42 H -0.6597 -2.5009 1.8703  O44 0.923
43 H -0.6239 -1.0056 2.1939  O44 0.967
44 O -1.1807 -1.7954 2.1593  H42 0.923, H43 0.967
45 H -3.6009 -0.3571 1.0994  O47 0.935
46 H -2.1551 -0.5992 1.4105  O47 0.978
47 O -2.7707 0.0710 1.0523  H45 0.935, H46 0.978
48 H 1.2701 -3.2809 1.1117  O50 0.949
49 H 0.0973 -4.1006 0.4719  O50 0.978
50 O 0.4432 -3.7086 1.2979  H48 0.949, H49 0.978
51 H 0.6824 -3.4844 -1.4660  O53 0.966
52 H -0.8903 -3.5793 -1.4939  O53 0.988
53 O -0.0610 -4.0780 -1.2957  H51 0.966, H52 0.988

No. 4
# C4H34BO25

18 unconnected molecules or ions with the total composition C4H34BO25 (ωB97M-V/def2-TZVPD, the OMol25 dataset).

## Properties
**E_tot**: -2079.01815 Eh
**Kohn-Sham gap**: 0.3502 Eh
**Net charge**: -1

Each atom is followed by the atoms it is bonded to, with distances in Å.
Positions of all 64 atoms, in Å:
1 O 0.0863 -1.0840 -3.3807  C2 1.237
2 C 0.3352 -0.8771 -2.1863  O1 1.237, O3 1.270, C6 1.532
3 O -0.4598 -0.9340 -1.1974  C2 1.270, B4 1.427
4 B 0.2140 -0.6789 0.0348  O3 1.427, O5 1.474, O8 1.470, O12 1.506
5 O 1.6238 -0.8125 -0.3751  B4 1.474, C6 1.265
6 C 1.7479 -0.6792 -1.6272  C2 1.532, O5 1.265, O7 1.249
7 O 2.8235 -0.6155 -2.2583  C6 1.249
8 O -0.3256 -1.5626 1.0787  B4 1.470, C9 1.353
9 C -0.8454 -0.8364 2.0955  O8 1.353, O10 1.186, C11 1.564
10 O -1.4621 -1.1799 3.0491  C9 1.186
11 C -0.7211 0.6585 1.6519  C9 1.564, O12 1.270, O13 1.227
12 O -0.2018 0.6940 0.4932  B4 1.506, C11 1.270
13 O -1.1559 1.5901 2.3211  C11 1.227
14 O -2.3277 3.5333 0.1761  H15 0.957, H16 0.957
15 H -1.7567 3.9762 0.8038  O14 0.957
16 H -2.5081 4.1943 -0.4923  O14 0.957
17 O 0.0522 0.4557 5.4071  H18 0.957, H19 0.957
18 H -0.1918 -0.4492 5.2127  O17 0.957
19 H -0.7687 0.9441 5.3456  O17 0.957
20 O 2.1439 2.4769 -0.1890  H21 0.957, H22 0.957
21 H 2.3563 3.1618 0.4450  O20 0.957
22 H 1.9088 1.7189 0.3461  O20 0.957
23 O -0.0031 -2.2261 5.3927  H24 0.957, H25 0.957
24 H 0.0982 -2.6192 4.5258  O23 0.957
25 H -0.1708 -2.9675 5.9743  O23 0.957
26 O -0.2691 4.5029 1.5872  H27 0.957, H28 0.957
27 H 0.0032 3.7851 2.1589  O26 0.957
28 H 0.3553 5.2051 1.7696  O26 0.957
29 O -2.2802 -0.3751 -5.0438  H30 0.957, H31 0.957
30 H -1.4307 -0.7948 -4.9084  O29 0.957
31 H -2.8841 -0.8720 -4.4918  O29 0.957
32 O -3.2470 -3.0174 5.7566  H33 0.957, H34 0.957
33 H -2.7034 -2.9696 4.9703  O32 0.957
34 H -3.1770 -2.1475 6.1500  O32 0.957
35 O 1.1387 -2.3735 -5.2968  H36 0.957, H37 0.957
36 H 0.5375 -2.2135 -4.5693  O35 0.957
37 H 0.8952 -3.2397 -5.6233  O35 0.957
38 O -4.0841 -0.6364 3.9890  H39 0.957, H40 0.957
39 H -3.7778 -1.1363 3.2324  O38 0.957
40 H -3.2952 -0.4783 4.5075  O38 0.957
41 O 5.1984 -2.1679 -2.9586  H42 0.957, H43 0.957
42 H 4.8916 -2.6594 -3.7205  O41 0.957
43 H 4.3990 -1.9276 -2.4902  O41 0.957
44 O 0.7502 -4.1405 3.1985  H45 0.957, H46 0.957
45 H 0.1248 -4.8134 3.4672  O44 0.957
46 H 0.3825 -3.7794 2.3919  O44 0.957
47 O 4.2122 0.3389 -5.2992  H48 0.957, H49 0.957
48 H 3.3370 0.3625 -5.6861  O47 0.957
49 H 4.1726 -0.3721 -4.6595  O47 0.957
50 O 4.8605 1.2618 -0.6215  H51 0.957, H52 0.957
51 H 3.9185 1.4318 -0.6247  O50 0.957
52 H 5.1044 1.2447 -1.5470  O50 0.957
53 O -0.2344 2.8029 -1.6217  H54 0.957, H55 0.957
54 H 0.4545 2.7386 -0.9602  O53 0.957
55 H -1.0488 2.6886 -1.1319  O53 0.957
56 O -3.0549 0.4115 -1.1130  H57 0.957, H58 0.957
57 H -2.4911 -0.3010 -1.4142  O56 0.957
58 H -3.9449 0.0795 -1.2307  O56 0.957
59 O 1.5858 0.5414 -5.4913  H60 0.957, H61 0.957
60 H 1.1581 -0.1413 -4.9743  O59 0.957
61 H 1.1332 1.3480 -5.2449  O59 0.957
62 O -4.0938 2.0922 1.7032  H63 0.957, H64 0.957
63 H -3.4707 2.4708 1.0831  O62 0.957
64 H -3.6177 1.3684 2.1102  O62 0.957

> Among the records above, which one has the lowest net charge?

C4H34BO25